#w
The following is a DFT calculation (ωB97M-V/def2-TZVPD) of a cluster of 2 separate species, CH3NO4 in total.

Atoms and positions in Å:
C  1.1855  0.0322  -0.0144
N  0.0857  -0.6274  -0.6399
O  -1.5014  1.1316  -0.7798
O  -0.7020  -1.3128  -0.1129
O  -1.3843  0.8373  0.4796
O  -1.8162  -0.2846  0.9706
H  1.8512  -0.8140  -0.1549
H  1.3717  0.8540  -0.7280
H  0.9098  0.1837  0.9798

Output
**E_LUMO (alpha / beta)**: -0.0615 / -0.0425 Ha
**HOMO energy (alpha / beta)**: -9.264 / -9.834 eV
**Gap between HOMO and LUMO (alpha / beta)**: 7.592 / 8.679 eV

Results of the Mulliken charge analysis, in e, for atoms 1 through 2: atom 1 (C): -0.52, atom 2 (N): 0.09

---

#x
The following is a DFT calculation (ωB97M-V/def2-TZVPD) of a cluster of 2 separate species, CH3NO4 in total.

Atoms and positions in Å:
C  -1.1259  -0.1093  -0.1722
N  -0.1930  0.6223  -0.9392
O  1.9406  -1.1783  -0.2201
O  0.5228  1.4459  -0.4252
O  1.5475  -0.6422  0.8712
O  1.5975  0.6137  0.9279
H  -0.9353  -1.0828  -0.5613
H  -1.0996  0.0806  0.8638
H  -2.2545  0.2502  -0.3448

Output
**E_LUMO (alpha / beta)**: -0.0546 / -0.0627 Ha
**HOMO energy (alpha / beta)**: -9.713 / -9.457 eV
**Gap between HOMO and LUMO (alpha / beta)**: 8.228 / 7.751 eV

Results of the Mulliken charge analysis, in e, for atoms 1 through 2: atom 1 (C): -0.63, atom 2 (N): 0.02

---

So which one is most stable? That would be #x, about 0.0132 hartree below the next structure.

---

#w
The following is a DFT calculation (ωB97M-V/def2-TZVPD) of the molecule C3H7N5.

Atoms and positions in Å:
C  0.2578  -0.5375  1.3485
N  -0.3005  0.2201  0.2097
N  0.2019  1.5488  0.1084
C  -0.2347  -0.3495  -1.0260
C  -0.3496  0.3711  -2.2448
N  -0.2899  -0.5005  -3.2828
N  -0.2664  -1.6488  -2.6373
N  -0.2682  -1.6533  -1.3196
H  -0.2052  -0.1509  2.3556
H  0.2733  -1.6081  1.0971
H  1.3670  -0.2910  1.5854
H  -0.1856  2.0159  0.9051
H  1.2816  1.4440  0.0575
H  -0.2862  1.4350  -2.3263
H  -0.4169  -2.5290  -3.2520

Output
**E_LUMO**: 0.0351 Ha
**HOMO energy**: -8.304 eV
**SMILES**: CN(N)c1cn[nH]n1
**Gap between HOMO and LUMO**: 9.259 eV

Results of the Mulliken charge analysis, in e, for atoms 1 through 2: atom 1 (C): -0.86, atom 2 (N): 0.07

---

#x
The following is a DFT calculation (ωB97M-V/def2-TZVPD) of the molecule C3H7N5.

Atoms and positions in Å:
H  -2.0769  -1.2021  -1.2912
N  -2.3351  -1.4977  -0.3535
C  -2.0880  -0.5777  0.4945
N  -1.5902  0.6859  0.2338
C  -0.3144  0.7772  -0.0110
N  0.2902  2.0329  -0.0839
N  0.5890  -0.2942  -0.1434
C  1.9559  -0.2547  0.1274
N  2.7574  -1.2508  0.1665
H  2.2568  -2.1314  -0.0786
H  -2.4321  -0.7306  1.5417
H  0.8894  2.1642  -0.8682
H  -0.4172  2.7733  0.0498
H  0.1665  -1.2252  -0.2067
H  2.3486  0.7307  0.4229

Output
**E_LUMO**: 0.0257 Ha
**HOMO energy**: -9.619 eV
**SMILES**: [H]/N=C\N=C(\N)N/C=N\[H]
**Gap between HOMO and LUMO**: 10.318 eV

Results of the Mulliken charge analysis, in e, for atoms 1 through 2: atom 1 (H): 0.27, atom 2 (N): -0.58

---

So which one is most stable? That would be #x, about 0.0818 hartree below the next structure.

---

#w
The following is a DFT calculation (ωB97M-V/def2-TZVPD) of a structure of composition C3H7N5.

Atoms and positions in Å:
C  0.4427  -0.3864  0.5479
C  0.7754  0.9862  -0.0164
C  -0.9427  -0.6395  0.0486
H  1.1996  -2.3769  -0.3729
H  1.9180  -1.7209  1.6497
H  0.1410  -0.2682  1.5361
H  2.4171  0.6519  0.1271
H  -0.3806  1.8373  -1.4888
H  -2.5085  0.7462  0.3065
H  -1.4352  -2.4867  0.4068
N  1.4903  -1.3388  0.4122
N  1.9149  1.5819  -0.3099
N  -0.5523  1.5303  -0.4518
N  -1.6214  0.4319  -0.4092
N  -1.6605  -1.6543  -0.0478

Output
**E_LUMO**: -0.0056 Ha
**HOMO energy**: -9.153 eV
**Gap between HOMO and LUMO**: 9.001 eV

Results of the Mulliken charge analysis, in e, for atoms 1 through 2: atom 1 (C): 0.57, atom 2 (C): 0.18

---

#x
The following is a DFT calculation (ωB97M-V/def2-TZVPD) of a cluster of 4 separate species, C3H7N5 in total.

Atoms and positions in Å:
C  0.5995  -0.6537  -0.1747
C  -1.6124  -0.0238  -0.2141
C  0.3813  0.6834  -0.1123
H  2.2325  -1.1447  0.7177
H  2.1128  -1.8277  -0.9401
H  -0.9769  -1.6042  0.9595
H  -3.3005  -1.0123  0.0121
H  -1.4173  2.2834  0.1836
H  2.4120  0.6303  0.5068
H  1.1524  2.4952  0.4461
N  1.5804  -1.4697  -0.0731
N  -0.7563  -1.0492  -0.6338
N  -2.9404  -0.0699  0.0895
N  -0.9290  1.0950  -0.4856
N  1.4619  1.6678  -0.2816

Output
**E_LUMO**: -0.0355 Ha
**HOMO energy**: -7.527 eV
**Gap between HOMO and LUMO**: 6.561 eV

Results of the Mulliken charge analysis, in e, for atoms 1 through 2: atom 1 (C): 0.04, atom 2 (C): 0.41

---

So which one is most stable? That would be #w, about 0.1623 hartree below the next structure.

---

#w
The following is a DFT calculation (ωB97M-V/def2-TZVPD) of the molecule C3H5P.

Atoms and positions in Å:
C  0.9735  0.3058  -0.2025
C  0.2756  -0.4045  0.7862
P  -0.0886  -1.5132  1.9798
C  -1.3656  -0.4978  0.9301
H  2.0321  -0.0259  -0.0295
H  0.6731  1.4053  -0.3463
H  0.5941  -0.0378  -1.2468
H  -1.9769  0.2472  1.2273
H  -1.6335  -0.9180  -0.0270

Output
**E_LUMO**: 0.0171 Ha
**HOMO energy**: -8.537 eV
**SMILES**: CC1=PC1
**Gap between HOMO and LUMO**: 9.002 eV

Results of the Mulliken charge analysis, in e, for atoms 1 through 2: atom 1 (C): -0.66, atom 2 (C): 0.34

---

#x
The following is a DFT calculation (ωB97M-V/def2-TZVPD) of a cluster of 2 separate species, C3H5P in total.

Atoms and positions in Å:
C  -1.3401  -1.8097  0.6136
C  -0.5829  -1.2280  -0.1152
C  0.3459  1.5109  -0.1872
P  0.3633  -0.1096  -1.1491
H  -2.1215  -2.4204  0.9642
H  -0.6437  1.8108  0.0206
H  0.8590  2.4242  -0.4775
H  0.7912  1.1096  0.7410
H  2.3288  -1.2878  -0.4104

Output
**E_LUMO (alpha / beta)**: -0.0212 / -0.0362 Ha
**HOMO energy (alpha / beta)**: -8.424 / -9.114 eV
**Gap between HOMO and LUMO (alpha / beta)**: 7.847 / 8.128 eV

Results of the Mulliken charge analysis, in e, for atoms 1 through 2: atom 1 (C): 0.21, atom 2 (C): -0.58

---

So which one is most stable? That would be #w, about 0.0850 hartree below the next structure.

---

#w
The following is a DFT calculation (ωB97M-V/def2-TZVPD) of the ion C2H4BrN2 with charge +1.

Atoms and positions in Å:
N  1.6065  0.6518  0.2716
C  0.6537  0.1991  -0.4908
N  -0.3714  -0.3255  0.0088
C  -1.8006  -0.7946  0.0701
Br  -3.1047  0.2760  -0.2860
H  2.4666  0.9993  0.0028
H  1.4709  0.4805  1.3074
H  0.8271  0.1930  -1.5715
H  -1.7480  -1.6796  0.6876

Output
**E_LUMO**: -0.2222 Ha
**Total charge**: +1
**HOMO energy**: -15.082 eV
**SMILES**: [NH2+]=C/N=C\Br
**Gap between HOMO and LUMO**: 9.036 eV

Results of the Mulliken charge analysis, in e, for atoms 1 through 2: atom 1 (N): -0.32, atom 2 (C): 0.21

---

#x
The following is a DFT calculation (ωB97M-V/def2-TZVPD) of the ion C2H4BrN2 with charge +1.

Atoms and positions in Å:
N  1.1861  -0.5684  -0.2176
C  0.1411  -0.0489  0.3731
N  -0.4575  1.0003  -0.1008
C  -2.1211  1.1660  -0.0099
Br  -3.2237  -0.2060  0.2235
H  1.7489  -1.2841  0.2177
H  1.4691  -0.2425  -1.1366
H  -0.1310  -0.4747  1.3448
H  -2.3866  2.1826  -0.2451

Output
**E_LUMO (alpha / beta)**: -0.2438 / -0.2438 Ha
**Total charge**: +1
**HOMO energy (alpha / beta)**: -14.942 / -14.942 eV
**SMILES**: [NH2+]=C/N=C\Br
**Gap between HOMO and LUMO (alpha / beta)**: 8.309 / 8.309 eV

Results of the Mulliken charge analysis, in e, for atoms 1 through 2: atom 1 (N): -0.29, atom 2 (C): 0.20

---

So which one is most stable? That would be #w, about 0.0184 hartree below the next structure.

---

#w
The following is a DFT calculation (ωB97M-V/def2-TZVPD) of a cluster of 2 separate species, C10H16O in total.

Atoms and positions in Å:
C  2.4271  -0.6496  1.4060
C  1.7820  0.0489  0.0939
C  1.6618  1.4268  -0.0154
C  0.8230  1.9474  -0.9693
C  0.3299  0.9906  -1.8842
O  -0.5410  1.3674  -2.7199
C  0.4820  -0.3563  -1.7888
C  1.2343  -0.8214  -0.7418
H  3.2540  0.0134  1.7571
H  2.7649  -1.5779  0.8895
H  1.8892  -0.8205  2.3038
H  1.9358  2.1047  0.7526
H  0.8109  3.0277  -1.0148
H  -0.4817  2.2856  -2.8033
H  0.0221  -1.1237  -2.4811
H  1.3644  -1.9353  -0.6316
C  -1.4108  -0.1940  2.0631
C  -2.0850  -1.6317  2.0562
C  -3.3565  -1.5284  1.2568
H  -1.0365  0.2339  1.1109
H  -1.9322  0.6546  2.3153
H  -0.5767  -0.0605  2.8120
H  -2.2702  -2.1932  3.1121
H  -1.3477  -2.4075  1.5339
H  -3.3146  -1.4520  0.1186
H  -3.9672  -0.7598  1.6468
H  -4.1133  -2.3229  1.4784

Output
**E_LUMO**: 0.0315 Ha
**HOMO energy**: -8.170 eV
**SMILES**: Cc1ccc(O)cc1.CCC
**Gap between HOMO and LUMO**: 9.027 eV

Results of the Mulliken charge analysis, in e, for atoms 1 through 2: atom 1 (C): -1.26, atom 2 (C): 0.56

---

#x
The following is a DFT calculation (ωB97M-V/def2-TZVPD) of a cluster of 2 separate species, C10H16O in total.

Atoms and positions in Å:
C  2.4801  0.3304  1.4292
C  1.0832  -0.2522  1.5191
C  0.4506  -0.5750  0.3033
C  -0.9013  -0.8607  0.3162
C  -1.6457  -0.6170  1.4654
O  -2.9873  -0.9538  1.3371
C  -1.0802  -0.2072  2.6551
C  0.3152  -0.1132  2.6525
H  2.8666  0.7057  2.3771
H  2.5147  1.0699  0.6390
H  3.1915  -0.4735  1.1945
H  1.0582  -0.7534  -0.5695
H  -1.4426  -1.3243  -0.4969
H  -3.5055  -0.4502  1.9878
H  -1.6550  -0.0234  3.5463
H  0.7871  0.2798  3.5411
C  0.4515  -0.3481  -3.6011
C  0.5620  0.7941  -2.6240
C  0.7139  2.1060  -3.4316
H  -0.4421  -0.3167  -4.2337
H  0.4828  -1.3332  -3.1494
H  1.2275  -0.3236  -4.3735
H  -0.3036  0.9630  -2.0086
H  1.4028  0.7449  -1.9391
H  1.6268  2.0767  -4.0298
H  -0.1670  2.2934  -4.0437
H  0.8442  2.9491  -2.7623

Output
**E_LUMO**: 0.0326 Ha
**HOMO energy**: -8.418 eV
**SMILES**: Cc1ccc(O)cc1.CCC
**Gap between HOMO and LUMO**: 9.304 eV

Results of the Mulliken charge analysis, in e, for atoms 1 through 2: atom 1 (C): -1.23, atom 2 (C): -0.14

---

So which one is most stable? That would be #x, about 0.0814 hartree below the next structure.